Entry 1:
Formula: C5H8IN2O2S
Source: the Open Molecules 2025 dataset
Level of theory: wB97M-V/def2-TZVPD

The geometry in XYZ format:
```
19
Properties=species:S:1:pos:R:3:forces:R:3:mulliken_charge:R:1
I -3.673 0.591 0.140 -0.272 0.123 -0.190 0.27
S -1.607 -1.523 -1.227 0.825 -0.617 0.549 -0.04
O 0.929 2.084 -0.089 -0.585 -1.906 -0.402 -0.29
O 1.496 -0.124 -0.466 -0.515 1.208 0.290 -0.54
N -0.482 -1.030 1.159 0.465 -0.344 0.451 -0.18
N -0.576 -3.216 0.629 1.146 -3.196 -0.252 -0.40
C 0.757 0.736 -0.025 1.493 0.179 -0.443 0.61
C 2.093 2.628 -0.727 1.828 -0.964 0.054 -0.75
C -0.775 -1.995 0.290 -0.576 2.898 0.201 0.63
C -0.505 0.331 0.663 -1.296 -2.349 -3.375 -0.90
C -1.848 0.169 -0.789 0.976 -2.820 6.295 -0.66
H 2.973 2.490 -0.077 -0.640 0.950 0.444 0.32
H 0.165 -3.559 1.275 -0.928 0.824 -0.557 0.27
H 2.563 2.201 -1.613 -1.266 -1.130 -0.409 0.34
H 1.820 3.593 -1.059 -0.035 1.266 0.500 0.32
H -1.490 0.900 -1.343 1.332 3.056 -3.301 0.64
H -0.778 -3.878 -0.102 -0.192 -0.498 0.103 0.26
H -0.060 -1.367 2.087 -0.786 1.276 -1.850 0.29
H -1.005 0.968 1.274 -0.972 2.045 1.892 0.79
```
Positions in Å, forces in eV/Å.

For the orbital gap, the calculation gives 0.337 hartree. The max |F| is 0.1355 hartree/bohr. As for the charge: +1. The HOMO energy is -13.199 eV. For the total energy, the calculation gives -31317.5324 eV.

Entry 2:
Formula: C5H8KO4S
Source: the Open Molecules 2025 dataset
Level of theory: wB97M-V/def2-TZVPD

The geometry in XYZ format:
```
19
Properties=species:S:1:pos:R:3:forces:R:3:mulliken_charge:R:1
K 3.318 -1.076 2.704 2.513 -1.360 3.846 1.07
S 1.414 0.267 -0.617 0.178 0.485 -0.595 1.25
O -3.347 0.461 0.843 1.083 0.097 -1.187 -0.51
O 2.008 -0.683 -1.496 0.064 -0.813 -0.166 -0.66
O 1.980 1.571 -0.542 0.070 0.655 0.390 -0.65
O -2.375 -0.596 -0.926 -0.348 -0.345 0.382 -0.33
C -1.007 -1.001 -0.847 -0.310 0.830 -0.066 -0.75
C -0.311 0.358 -0.981 -0.729 -0.552 0.733 0.11
C -1.204 1.243 -0.090 0.819 -0.893 -0.401 -0.56
C -2.456 0.385 0.041 -1.209 0.148 0.767 0.51
C 1.516 -0.416 1.035 -0.035 0.388 -0.237 -2.07
H 0.967 -1.346 1.109 -0.055 -0.289 0.027 0.59
H 1.145 0.315 1.750 -0.190 0.085 0.071 0.55
H -0.467 0.636 -2.010 0.689 0.252 -0.525 0.37
H -0.725 -1.683 -1.621 -0.174 -0.489 -0.374 0.37
H -0.708 1.406 0.849 -0.239 0.457 0.592 0.23
H -0.916 -1.415 0.148 0.546 -0.518 0.191 0.37
H 2.578 -0.581 1.259 -2.428 1.181 -3.589 0.82
H -1.411 2.156 -0.609 -0.243 0.682 0.142 0.29
```
Positions in Å, forces in eV/Å.

For the orbital gap, the calculation gives 0.331 hartree. The max |F| is 0.0932 hartree/bohr. As for the charge: +1. The HOMO energy is -13.550 eV. For the total energy, the calculation gives -40656.7791 eV.